Arrangement a

Below is one molecule with the formula C22H26ClN3O5S, with properties calculated with ωB97M-V/def2-TZVPD.

## Properties
M	479.986	g mol⁻¹
LUMO energy	0.0085	Ha
SMILES	Cc1ccc(N(CC(=O)NC[C@H]2CCCO2)C(=O)CNS(=O)(=O)c2ccc(Cl)cc2)cc1

The geometry in ORCA input format:
```
! wB97M-V def2-TZVPD RIJCOSX def2/J DEFGRID3
* xyz 0 1
C -4.71 1.74 2.60
C -3.74 0.84 1.91
C -3.47 -0.42 2.42
C -2.55 -1.26 1.81
C -1.86 -0.83 0.68
N -0.89 -1.67 0.07
C -0.98 -1.85 -1.37
C -0.13 -0.84 -2.16
O -0.63 0.09 -2.76
N 1.18 -1.11 -2.13
C 2.17 -0.22 -2.70
C 2.96 -0.92 -3.82
C 2.08 -1.18 -5.05
C 2.17 0.15 -5.80
C 3.52 0.73 -5.33
O 4.01 -0.11 -4.29
C 0.18 -2.18 0.70
O 1.02 -2.85 0.12
C 0.37 -1.89 2.19
N 1.72 -1.44 2.45
S 1.97 0.08 1.77
O 3.35 0.41 1.98
O 1.45 0.14 0.44
C 0.91 1.06 2.83
C -0.04 1.87 2.25
C -0.92 2.58 3.05
C -0.84 2.44 4.43
Cl -1.96 3.28 5.43
C 0.13 1.63 5.01
C 1.01 0.94 4.20
C -2.16 0.41 0.13
C -3.09 1.23 0.74
H -5.63 1.21 2.85
H -4.28 2.11 3.53
H -4.96 2.60 1.97
H -3.99 -0.76 3.31
H -2.37 -2.25 2.21
H -0.64 -2.86 -1.60
H -2.03 -1.73 -1.67
H 1.51 -1.84 -1.50
H 2.86 0.11 -1.92
H 1.64 0.64 -3.09
H 3.41 -1.83 -3.42
H 2.50 -1.99 -5.64
H 1.06 -1.43 -4.77
H 1.35 0.80 -5.52
H 2.15 0.01 -6.88
H 4.27 0.73 -6.12
H 3.40 1.75 -4.96
H 0.20 -2.81 2.76
H -0.30 -1.11 2.55
H 2.41 -2.09 2.08
H -0.08 1.94 1.17
H -1.67 3.21 2.61
H 0.19 1.55 6.09
H 1.77 0.30 4.62
H -1.66 0.73 -0.77
H -3.31 2.19 0.30
*
```



Arrangement b

Below is one molecule with the formula C22H26ClN3O5S, with properties calculated with ωB97M-V/def2-TZVPD.

## Properties
M	479.986	g mol⁻¹
LUMO energy	0.0196	Ha
SMILES	Cc1ccc(S(=O)(=O)NCC(=O)N(CC(=O)NC[C@@H]2CCCO2)c2ccc(Cl)cc2)cc1

The geometry in ORCA input format:
```
! wB97M-V def2-TZVPD RIJCOSX def2/J DEFGRID3
* xyz 0 1
C -6.82 -0.79 -0.68
C -5.38 -1.04 -0.36
C -4.37 -0.54 -1.18
C -3.04 -0.79 -0.89
C -2.72 -1.54 0.23
S -1.02 -1.82 0.66
O -0.94 -2.55 1.89
O -0.29 -0.57 0.64
N -0.39 -2.80 -0.58
C 0.91 -2.33 -1.00
C 0.74 -0.98 -1.71
O -0.28 -0.78 -2.36
N 1.73 -0.08 -1.64
C 1.58 1.19 -2.32
C 1.12 2.35 -1.43
O 1.49 3.49 -1.65
N 0.31 2.00 -0.43
C -0.29 2.97 0.46
C -1.80 3.09 0.21
C -2.48 3.97 1.27
C -2.78 2.96 2.38
C -2.78 1.60 1.66
O -2.47 1.84 0.30
C 2.90 -0.22 -0.84
C 2.82 -0.16 0.55
C 3.97 -0.27 1.31
C 5.20 -0.41 0.68
Cl 6.63 -0.54 1.63
C 5.29 -0.46 -0.70
C 4.14 -0.37 -1.46
C -3.71 -2.06 1.05
C -5.03 -1.81 0.75
H -6.93 0.13 -1.27
H -7.22 -1.61 -1.27
H -7.41 -0.70 0.22
H -4.62 0.05 -2.04
H -2.25 -0.40 -1.51
H -1.03 -2.77 -1.36
H 1.55 -2.26 -0.13
H 1.33 -3.05 -1.71
H 2.52 1.48 -2.79
H 0.82 1.05 -3.10
H 0.00 1.05 -0.29
H -0.12 2.65 1.50
H 0.19 3.93 0.28
H -1.96 3.44 -0.82
H -3.41 4.38 0.86
H -1.84 4.79 1.59
H -2.01 2.99 3.15
H -3.74 3.16 2.86
H -3.76 1.12 1.68
H -2.05 0.91 2.10
H 1.86 -0.05 1.02
H 3.91 -0.22 2.39
H 6.25 -0.58 -1.17
H 4.20 -0.41 -2.53
H -3.41 -2.63 1.91
H -5.81 -2.20 1.39
*
```



Q: Which of them is the least stable? A: arrangement a.